# 1
Density functional theory data (the ωB97M-V functional and the def2-TZVPD basis) for a cluster of 3 separate species, C42H32Br2N2O6S in total.

Each line ends with the Mulliken charge.
Element x y z (Å)
C -7.39621 1.14209 -2.34893  -0.711
C -10.33268 0.27441 0.67290  0.195
H 10.41501 3.32611 7.25101  0.395
H -2.21010 1.10435 0.22348  0.460
C -0.25233 -1.15219 -1.88846  0.216
C -1.00141 -2.40149 -1.78463  0.649
C 10.35173 3.02744 3.87371  -0.540
O -8.51293 -0.08193 2.11385  -0.673
C 8.48553 2.43894 2.34001  0.531
C 6.26343 1.81487 3.30248  0.200
C 6.77532 2.10970 4.66318  0.620
C -13.05213 0.41415 0.10361  -0.449
C -0.73216 0.09413 -1.15579  -0.699
C 4.46436 1.09332 1.87342  -0.596
C 4.95800 1.35605 3.14359  -0.746
C -7.90165 0.53069 -0.07001  0.207
C 6.57239 1.74966 0.90957  -0.765
C 10.85443 3.25747 5.14677  -0.466
C -10.76242 0.67985 -0.59147  0.167
C -1.92828 0.15559 -0.31265  -0.762
H 0.86960 -0.89689 -3.81892  0.278
C 8.69345 2.77671 6.09598  -0.560
O 6.04938 2.00211 5.63344  -0.666
C -0.63397 -3.74984 -2.43756  -0.294
H -7.72349 1.41009 -3.34700  0.464
H 4.78921 -4.18001 -0.47669  0.321
N -3.84238 -1.27531 0.60324  -0.507
C -12.62302 -0.01352 1.35738  -0.473
H -10.93766 -0.40625 2.62281  0.460
H 1.67219 -2.02246 -2.57192  0.216
Br 0.04314 -5.77485 -4.44873  -0.144
H 5.79160 -1.46219 -0.47288  0.311
Br -0.54520 -5.29728 -1.21254  -0.109
H -12.46376 1.08661 -1.84539  0.462
C -11.26674 -0.07768 1.64371  -0.527
H 7.19654 1.90309 0.03665  0.457
O 1.84279 0.05243 -2.26388  -0.265
H -0.83799 -3.14873 -5.83403  0.437
C -6.03935 1.04487 -2.07101  -0.568
C 4.18031 -0.69095 -2.49622  -0.630
C 4.75113 -1.91176 -0.54788  -0.317
H 8.05152 2.68129 6.96411  0.464
H 4.41262 -2.06439 0.52391  0.301
H -13.34832 -0.29499 2.11241  0.392
H -1.04434 -1.94133 -4.41200  0.330
H 4.87808 1.10176 -0.23595  0.495
N -3.10971 -3.42267 -0.61805  -0.599
C 9.01642 2.66875 3.70613  0.175
C -8.88540 0.21932 0.99537  0.546
H 5.76938 -3.37264 -1.85493  0.289
H 11.89550 3.53156 5.27518  0.394
C -0.39759 -3.97777 -3.76851  0.307
C 5.26867 1.29919 0.75580  -0.249
C 7.07747 1.99801 2.18374  0.302
H 11.00277 3.12411 3.01246  0.459
O 3.80936 -1.02240 -1.15967  -0.236
H 3.98032 -3.42624 -1.98206  0.169
C -5.61098 0.70504 -0.79028  0.011
H 3.33637 1.31936 -3.12488  0.350
C -12.12488 0.75951 -0.86923  -0.564
H -5.31265 1.23601 -2.85291  0.425
C -9.77835 1.01096 -1.65201  0.669
C -6.53950 0.44825 0.20816  -0.811
H 3.45018 0.72922 1.75192  0.536
H -14.11226 0.47254 -0.11589  0.395
H 4.32619 1.19916 4.01028  0.461
H -4.55496 0.63692 -0.57391  0.382
S -4.30533 -2.88500 0.43173  0.154
C -2.71398 -1.13193 -0.17660  0.554
H 2.80292 -0.05304 -4.16559  0.284
H 4.22868 -1.58525 -3.18834  0.470
C 4.82443 -3.34971 -1.22788  -0.984
O -10.15285 1.36800 -2.75317  -0.670
H 0.59037 -2.46332 -4.97692  0.213
O 9.19457 2.60232 1.36489  -0.668
C 1.06657 -1.07969 -2.71625  -0.342
C -0.47491 -2.82817 -4.82169  -1.037
C 2.99360 0.24174 -3.08364  -0.507
C 8.18892 2.53117 4.82130  0.186
C -2.25470 -2.38417 -0.91094  0.383
H 5.16477 -0.13693 -2.56753  0.352
H -0.12363 1.02476 -1.24339  0.375
H -6.20045 0.17940 1.20184  0.539
C -8.33163 0.89065 -1.34870  0.183
C 10.02309 3.13921 6.25758  -0.458

Values from the calculation:
- E_tot (Ha) = -7726.74960
- total charge = 0
- frontier orbital gap (eV) = 7.65

=====

# 2
Density functional theory data (the ωB97M-V functional and the def2-TZVPD basis) for a cluster of 2 separate species, C11H15N in total.

Each line ends with the Mulliken charge.
Element x y z (Å)
C -0.41496 -0.67644 -1.28008  -0.356
H -3.14326 4.05168 -1.43327  0.317
C -0.72426 -0.39340 0.06198  -0.599
C 2.66663 -1.31502 1.50428  0.545
H 1.10592 -1.35940 -2.65615  0.350
H -4.35719 1.24697 -1.08829  0.327
C 2.82013 -1.28861 3.00527  -1.216
C 0.20693 -0.55407 1.07049  -0.572
H 3.34884 -0.44590 3.44675  0.272
H -1.69128 0.01392 0.32254  0.395
C 3.60451 -1.74724 0.60931  -0.698
H -4.52509 3.42574 -2.37612  0.299
C -3.53490 1.95887 -1.12681  -0.622
H 4.59018 -2.04530 0.91669  0.395
H -3.00015 1.94738 -0.17970  0.219
H -2.84087 1.63866 -1.90420  0.205
C 0.84401 -1.13416 -1.63032  -0.789
C 1.48734 -1.01686 0.74748  1.210
C -4.01016 3.39528 -1.41719  -1.018
H 1.80959 -1.23499 3.42351  0.306
H 3.57802 -2.04260 -1.46113  0.152
H -4.70266 3.72774 -0.64540  0.288
H -0.06277 -0.33011 2.09266  0.320
H 3.24686 -2.23767 3.32151  0.326
N 3.07810 -1.72965 -0.66176  -0.007
H -1.15714 -0.55385 -2.05671  0.358
C 1.77764 -1.30095 -0.60533  -0.405

Values from the calculation:
- E_tot (Ha) = -482.90665
- total charge = 0
- frontier orbital gap (eV) = 8.73
- energy relative to the best compared isomer or geometry (same formula, charge and spin) (eV) = 0.232

=====

# 3
Density functional theory data (the ωB97M-V functional and the def2-TZVPD basis) for a structure of composition C39H42HfN4O8PS2.

Each line ends with the Mulliken charge.
Element x y z (Å)
Hf -0.49828 -0.41265 -0.88408  1.556
H -6.79173 -0.73030 -0.51361  0.426
C 3.69244 0.84825 -4.10556  -0.991
C -1.59090 -3.25446 -2.15871  0.282
H -1.22070 6.13998 -2.95863  0.455
C -0.45899 -0.81244 5.21576  -1.583
C 1.68819 2.85662 1.59051  -1.409
C 4.01267 -2.02749 2.43984  -1.553
C -3.51680 -0.34060 -1.25736  -0.194
C -0.27072 3.93979 2.71337  -1.551
H 0.40074 2.22691 4.73533  0.245
C -3.20408 -1.69771 -1.55399  0.588
P -0.15472 0.20820 1.71591  0.811
C -5.53600 -2.29474 -1.20293  -0.952
S 1.37859 -2.67606 -0.53833  1.756
S -2.15320 1.93963 -0.76378  1.600
C -5.79486 -1.01426 -0.82453  -1.122
C -2.49367 3.19898 -1.92206  0.050
C -3.85364 -3.96904 -1.96569  -0.612
O 0.13765 -0.72024 2.91150  0.164
N -1.88364 -2.01974 -1.80693  0.234
H -3.27921 6.07587 -4.32368  0.419
H 1.25818 2.98751 0.59795  0.077
H -0.30468 2.89534 -5.22687  0.503
C -0.43081 1.36135 -3.73218  -0.076
C 4.25944 -0.14331 -3.37248  -1.121
N 0.16800 0.46293 -2.98308  -0.015
N -2.42807 0.54695 -1.48539  -0.226
N 1.21323 -1.49425 -1.60873  -0.318
C 1.52648 0.29117 -3.13297  0.192
C 5.14676 -2.68324 1.97005  1.090
C 2.14171 -0.75694 -2.38491  0.563
C -0.68585 -1.48780 3.87999  1.645
H -4.32534 2.28952 -2.61901  0.389
O -1.42578 -0.20782 0.95185  -0.548
C -3.05549 5.26209 -3.64590  -0.605
H -0.70302 4.27362 -1.41165  0.387
H 6.92162 -1.75232 2.73784  0.310
C -2.14900 -1.45695 3.48134  -1.701
H 2.36048 2.00061 1.56213  0.213
O -0.32917 1.61767 2.31463  0.038
C 1.60595 2.04255 -4.76472  -0.643
C 5.08377 -3.31399 0.72913  -0.895
O 0.94721 0.09066 0.66492  -0.613
H 0.60721 -0.76056 5.44425  0.294
C -4.78076 -0.02297 -0.86248  -0.572
O -0.65349 1.85509 -0.71387  -0.548
C -3.65529 3.13927 -2.68230  -0.238
H -0.54806 -3.48003 -2.33714  0.633
O 0.12942 -2.40943 0.23243  -0.655
H -0.15229 -3.27687 2.81776  0.163
H 1.80710 1.46983 3.95994  0.219
H -0.86729 0.20000 5.21807  0.227
C 3.47836 -0.96524 -2.51746  -0.519
C 1.19796 2.37569 4.00641  -1.411
H 4.28414 1.46153 -4.77304  0.444
H -6.31612 -3.04552 -1.21192  0.433
H -4.82362 4.15582 -4.15807  0.451
H 1.98062 -1.47554 2.09120  0.577
H -5.01697 0.99464 -0.57503  0.579
H 3.96213 -1.76203 -1.97361  0.366
H -2.32999 -1.96242 2.53344  0.231
H -2.25322 -5.25087 -2.57961  0.466
H 4.03626 -1.55487 3.41598  0.464
H 5.32216 -0.33255 -3.44463  0.434
C -2.55945 -4.25945 -2.27863  -1.365
H 6.18342 -2.90213 3.84432  0.379
C -1.89993 5.30144 -2.87843  -0.804
H -0.95475 -1.38313 6.00313  0.464
H -4.61869 -4.73547 -2.01146  0.471
H 0.91217 -2.90830 4.18874  0.309
C 6.40561 -2.71328 2.79373  -1.482
C 3.92664 -3.29084 -0.02659  -0.896
H 7.09351 -3.48169 2.44408  0.371
H 0.34566 4.82797 2.85673  0.444
C -0.12121 -2.88948 3.83649  -1.418
C 2.29250 1.07053 -4.00448  0.913
O 1.45968 -3.95869 -1.17665  -0.751
H -0.84263 4.05118 1.79066  0.203
H 5.94721 -3.85259 0.35731  0.389
H -0.71409 -3.54367 4.47814  0.484
H 1.83453 3.19257 4.35103  0.476
H -2.70534 -1.97344 4.26483  0.562
C 0.61433 2.71480 2.64938  1.764
C 2.81522 -2.58996 0.45181  -0.103
C 2.84818 -1.97061 1.69488  0.412
H 3.87680 -3.83107 -0.96148  0.640
H -2.53429 -0.43865 3.40552  0.317
H 2.16213 2.66812 -5.45357  0.465
C -1.60755 4.26342 -2.00590  -0.269
H 2.27106 3.74416 1.84180  0.593
C -4.21640 -2.65934 -1.57870  0.713
C -3.92852 4.18349 -3.55096  -0.730
H -1.50131 1.44891 -3.60723  0.983
H -0.97796 3.86553 3.54052  0.343
C 0.25304 2.17303 -4.64691  -1.373
O -2.87258 2.23383 0.43324  -0.805

Values from the calculation:
- E_tot (Ha) = -3518.24857
- total charge = +1
- frontier orbital gap (eV) = 7.93
- energy relative to the best compared isomer or geometry (same formula, charge and spin) (eV) = 0.000

=====

# 4
Density functional theory data (the ωB97M-V functional and the def2-TZVPD basis) for an isolated molecule of C2H5N3OS.

Each line ends with the Mulliken charge.
Element x y z (Å)
C 1.36455 1.08286 -0.01820  0.176
N -2.04171 0.44921 0.15344  -0.189
H -3.62637 -0.59588 0.57156  0.257
O 0.03013 1.35606 -0.06640  -0.332
H -0.36840 -0.64244 -0.58631  0.338
N -2.85448 -0.62320 -0.10335  -0.463
H 1.98429 2.02033 0.05688  0.352
S 3.50371 -0.19339 0.00283  -0.160
H 3.44390 -1.47923 0.32643  0.149
H -2.40470 -1.54834 -0.09293  0.243
C -0.82419 0.26428 -0.15358  0.016
N 1.79328 -0.09027 -0.09037  -0.387

Values from the calculation:
- E_tot (Ha) = -716.82280
- total charge = 0
- frontier orbital gap (eV) = 9.45
- energy relative to the best compared isomer or geometry (same formula, charge and spin) (eV) = 3.208

=====

# 5
Density functional theory data (the ωB97M-V functional and the def2-TZVPD basis) for an isolated molecule of C4H4O2.

Each line ends with the Mulliken charge.
Element x y z (Å)
O 1.31800 1.16216 1.05767  -0.451
H -1.17269 0.15603 1.50905  0.290
C -0.50664 -0.27373 0.75748  -0.288
H 2.20634 1.21510 0.68882  0.358
H -1.29477 -0.20317 -2.31785  0.415
C -0.71357 -0.03411 -1.40777  0.147
H 0.08033 -1.08282 1.20593  0.245
O -1.24622 -0.71871 -0.36941  -0.333
C 0.46806 0.66950 0.14877  0.653
C 0.39540 0.78818 -1.22524  -1.037

Values from the calculation:
- E_tot (Ha) = -305.17609
- total charge = 0
- frontier orbital gap (eV) = 8.31
- energy relative to the best compared isomer or geometry (same formula, charge and spin) (eV) = 2.813

=====

# 6
Density functional theory data (the ωB97M-V functional and the def2-TZVPD basis) for a cluster of 7 separate species, C7H28O7 in total.

Each line ends with the Mulliken charge.
Element x y z (Å)
C 3.69177 1.04447 -2.76487  -0.571
H -3.65393 0.10609 -3.80135  0.340
H -0.54474 2.76197 -1.88592  0.180
C -1.22510 -3.60607 0.66357  -0.543
H -3.53409 0.10434 -1.29217  0.297
C 0.28628 3.37509 -2.18820  -0.473
H -0.90723 -3.59882 -0.39392  0.345
H -2.40196 -1.76641 2.64017  0.194
O -0.30463 -1.61370 3.36178  -0.576
H 1.26783 2.89018 -2.57610  -0.001
H 0.51843 1.25421 1.81953  0.368
H 4.24335 1.81790 -2.23395  0.298
H -2.13863 -3.22478 0.79783  0.303
H 4.48701 1.43379 -4.35587  0.300
O -3.11567 -0.54081 -1.98163  -0.462
H -1.88044 -0.12253 2.97938  0.290
H 0.81968 -0.10848 3.54054  0.389
H -0.47307 -2.44284 3.68476  0.315
O 3.54812 1.45210 -4.16341  -0.505
H 0.08725 4.00804 -2.77575  0.448
H -1.57197 -5.50802 0.53914  0.268
O -1.17871 -5.01115 1.19055  -0.529
O 0.29822 1.75901 0.99006  -0.596
C 0.05443 0.58947 0.09991  -0.056
H 2.97051 -0.45313 2.65611  0.223
H -1.96580 -1.26525 4.43341  0.325
H -4.19876 -1.48292 -3.49725  0.223
H -4.91299 0.05467 -2.85023  0.280
H 4.17949 0.19071 -2.62280  0.448
H 2.58049 0.76057 -2.42773  -0.013
H 0.55125 3.26419 -0.16057  0.512
C 2.48731 0.60716 3.03641  -0.645
H 0.21753 -0.41351 0.62268  0.261
H -0.21561 -3.24851 1.10992  0.151
H -0.88728 0.84442 -0.11168  0.167
C -4.03408 -0.51538 -3.14622  -0.686
H 2.76718 1.46832 2.33745  0.271
H 3.17378 0.81852 3.81324  0.335
C -1.67639 -1.15255 3.28647  -0.611
O 1.16758 0.81939 3.33676  -0.551
H 0.75860 0.74110 -0.85054  -0.116
O 0.66501 3.90917 -0.85949  -0.597

Values from the calculation:
- E_tot (Ha) = -809.84947
- total charge = 0
- frontier orbital gap (eV) = 9.69
- energy relative to the best compared isomer or geometry (same formula, charge and spin) (eV) = 8.752

=====

Computed values of largest force on an atom (unit: hartree/bohr) for the preceding records, in sequence: 0.067, 0.025, 0.022, 0.034, 0.013, 0.287.